DFT (the ωB97M-V functional and the def2-TZVPD basis) results for a single C20H17F8NO2 molecule.

The calculation puts the LUMO energy at 0.645 eV. The HOMO energy comes out at -7.98 eV. The total energy is -48341.6830 eV. Its total charge is 0. The spin multiplicity is 1. As for the SMILES: O[C@H](COCC(F)(F)C(F)(F)C(F)(F)C(F)F)Cn1c2ccccc2c2ccccc21.

Element x y z (Å)
1 O -3.469 1.033 0.917
2 H -3.548 0.484 0.127
3 C -2.119 1.069 1.282
4 C -1.237 1.487 0.097
5 H -1.537 2.481 -0.262
6 H -0.183 1.521 0.400
7 O -1.425 0.529 -0.933
8 C -0.532 0.679 -1.993
9 C -0.871 -0.389 -3.033
10 F -0.964 -1.610 -2.471
11 F -2.088 -0.156 -3.588
12 C 0.197 -0.444 -4.161
13 F 0.434 0.803 -4.615
14 F 1.355 -0.869 -3.615
15 C -0.151 -1.381 -5.356
16 F 0.915 -1.430 -6.173
17 F -0.332 -2.634 -4.884
18 C -1.420 -0.981 -6.161
19 F -1.321 -1.476 -7.402
20 F -1.529 0.351 -6.267
21 H -2.328 -1.384 -5.686
22 H -0.628 1.664 -2.473
23 H 0.508 0.531 -1.662
24 C -1.659 -0.297 1.849
25 N -0.312 -0.252 2.334
26 C 0.813 -0.642 1.639
27 C 0.921 -1.310 0.427
28 C 2.189 -1.572 -0.059
29 C 3.329 -1.196 0.647
30 C 3.230 -0.552 1.865
31 C 1.967 -0.269 2.369
32 C 1.501 0.378 3.563
33 C 2.143 0.946 4.656
34 C 1.374 1.501 5.658
35 C -0.017 1.495 5.582
36 C -0.679 0.937 4.504
37 C 0.089 0.376 3.493
38 H -1.757 0.937 4.460
39 H -0.591 1.936 6.383
40 H 1.853 1.948 6.517
41 H 3.221 0.949 4.716
42 H 4.114 -0.271 2.418
43 H 4.302 -1.419 0.235
44 H 2.295 -2.082 -1.005
45 H 0.050 -1.626 -0.126
46 H -1.734 -1.050 1.063
47 H -2.337 -0.574 2.662
48 H -2.033 1.833 2.062

Atomic partial charges in e from the Mulliken method, atoms 1 to 8: number 1, O, carries -0.649; number 2, H, carries 0.421; number 3, C, carries 0.052; number 4, C, carries -0.728; number 5, H, carries 0.358; number 6, H, carries 0.417; number 7, O, carries -0.144; number 8, C, carries -1.126


DFT (the ωB97M-V functional and the def2-TZVPD basis) results for a single C20H17N3O3 molecule.

The calculation puts the LUMO energy at -0.286 eV. The HOMO energy comes out at -7.81 eV. The total energy is -31613.5022 eV. Its total charge is 0. The spin multiplicity is 1. As for the SMILES: COc1cccc(-c2nc(NCc3ccco3)c3ccccc3n2)c1O.

Element x y z (Å)
1 C -4.441 1.251 -4.927
2 H -5.351 0.830 -4.658
3 H -3.964 0.556 -5.826
4 H -4.636 2.228 -5.494
5 O -3.354 1.818 -3.974
6 C -2.947 0.692 -3.018
7 C -3.275 -0.652 -3.020
8 C -2.555 -1.629 -2.439
9 C -1.706 -1.220 -1.413
10 C -1.524 0.224 -1.241
11 C -2.083 0.890 -2.131
12 O -1.717 2.305 -2.078
13 H -1.127 2.748 -1.308
14 C -0.660 0.512 -0.181
15 N -0.213 1.906 -0.124
16 C 0.482 2.244 1.080
17 C 0.800 3.779 1.136
18 C 1.658 4.066 2.155
19 C 2.194 3.074 2.807
20 C 1.866 1.714 2.937
21 C 1.173 1.332 1.819
22 C 0.638 -0.194 1.775
23 N -0.186 -0.486 0.650
24 N 1.019 -1.118 2.589
25 H 1.957 -0.915 2.915
26 C 0.805 -2.412 2.124
27 C 2.134 -2.964 1.883
28 C 2.957 -4.018 2.459
29 C 4.008 -4.281 1.829
30 C 3.655 -3.675 0.527
31 O 2.587 -3.116 0.474
32 H 4.342 -3.697 -0.516
33 H 4.842 -4.894 1.908
34 H 2.928 -4.035 3.645
35 H 0.172 -2.408 1.416
36 H 0.344 -3.063 3.008
37 H 2.476 1.129 3.427
38 H 2.706 3.407 3.907
39 H 1.925 5.041 2.160
40 H 0.399 4.144 0.449
41 H -1.510 -1.818 -0.603
42 H -2.966 -2.831 -2.249
43 H -3.848 -1.069 -3.908

Atomic partial charges in e from the Mulliken method, atoms 1 to 8: number 1, C, carries -0.824; number 2, H, carries 0.370; number 3, H, carries 0.287; number 4, H, carries 0.262; number 5, O, carries -0.269; number 6, C, carries -0.403; number 7, C, carries -0.226; number 8, C, carries -0.999


DFT (the ωB97M-V functional and the def2-TZVPD basis) results for a single C20H17N3O4S2 molecule.

The calculation puts the LUMO energy at -0.001 eV. The HOMO energy comes out at -7.85 eV. The total energy is -55344.4103 eV. Its total charge is 0. The spin multiplicity is 1. As for the SMILES: COc1cc(/C=N/n2cnc3scc(-c4cccs4)c3c2=O)cc(OC)c1OC.

Element x y z (Å)
1 C 4.514 3.372 1.565
2 H 5.248 4.139 1.805
3 O 5.250 2.314 0.999
4 C 4.580 1.199 0.577
5 C 3.213 1.040 0.713
6 C 2.592 -0.141 0.305
7 C 3.363 -1.157 -0.240
8 C 4.738 -1.016 -0.402
9 C 5.366 0.177 -0.001
10 O 6.726 0.278 -0.138
11 C 7.295 1.504 -0.554
12 H 6.675 2.000 -1.304
13 H 7.453 2.181 0.288
14 H 8.258 1.241 -0.995
15 O 5.335 -2.111 -0.940
16 C 6.683 -2.110 -1.356
17 H 6.843 -3.100 -1.782
18 H 7.367 -1.955 -0.521
19 H 6.868 -1.354 -2.124
20 H 2.898 -2.074 -0.560
21 C 1.160 -0.274 0.463
22 N 0.576 -1.348 0.104
23 N -0.778 -1.510 0.195
24 C -1.173 -2.796 0.391
25 N -2.392 -3.192 0.475
26 C -3.331 -2.242 0.306
27 C -3.075 -0.903 0.019
28 C -4.288 -0.145 -0.107
29 C -5.381 -0.939 0.104
30 S -5.015 -2.588 0.434
31 H -6.407 -0.629 0.071
32 C -4.426 1.260 -0.417
33 C -3.639 2.081 -1.174
34 C -4.153 3.388 -1.288
35 C -5.326 3.556 -0.626
36 S -5.836 2.114 0.154
37 H -5.929 4.438 -0.544
38 H -3.666 4.170 -1.843
39 H -2.719 1.764 -1.626
40 C -1.703 -0.455 -0.034
41 O -1.303 0.670 -0.254
42 H -0.374 -3.512 0.515
43 H 0.646 0.578 0.903
44 H 2.610 1.821 1.146
45 H 3.784 3.779 0.858
46 H 4.004 3.061 2.482

Atomic partial charges in e from the Mulliken method, atoms 1 to 8: number 1, C, carries -0.960; number 2, H, carries 0.232; number 3, O, carries -0.371; number 4, C, carries 0.936; number 5, C, carries -0.685; number 6, C, carries 0.198; number 7, C, carries -1.069; number 8, C, carries 0.074


DFT (the ωB97M-V functional and the def2-TZVPD basis) results for a molecular structure, C20H17N7O2Tl.

The calculation puts the LUMO energy (alpha / beta) at -5.270 / -6.885 eV. The HOMO energy (alpha / beta) comes out at -9.55 / -9.55 eV. The total energy is -40224.6083 eV. Its total charge is +1. The spin multiplicity is 1.

Element x y z (Å)
1 Tl 8.702 11.590 9.492
2 O 9.612 12.212 11.581
3 C 10.037 11.801 12.761
4 C 11.424 11.671 12.987
5 C 11.869 11.088 14.166
6 C 10.983 10.869 15.262
7 C 9.632 10.996 15.064
8 C 9.137 11.461 13.846
9 C 7.696 11.668 13.709
10 N 7.110 12.495 12.792
11 C 5.770 12.444 13.046
12 C 5.496 11.616 14.119
13 N 6.721 11.107 14.485
14 H 12.117 11.917 12.195
15 H 12.926 10.863 14.306
16 H 11.359 10.445 16.206
17 H 9.026 10.557 15.840
18 H 5.079 13.036 12.481
19 H 4.515 11.347 14.523
20 H 6.920 10.523 15.279
21 N 8.795 5.537 10.753
22 C 7.626 5.781 10.120
23 C 6.567 6.644 10.534
24 C 5.449 6.742 9.689
25 C 5.149 5.849 8.710
26 C 6.197 5.016 8.218
27 C 6.004 4.208 7.061
28 C 7.149 3.672 6.563
29 C 8.353 3.717 7.380
30 N 8.447 4.287 8.552
31 C 7.422 5.014 8.929
32 H 8.939 6.053 11.613
33 H 9.510 4.950 10.388
34 H 6.684 7.114 11.525
35 H 4.759 7.526 9.892
36 H 4.139 5.781 8.288
37 H 4.987 4.014 6.705
38 H 7.125 3.271 5.564
39 H 9.315 3.277 7.049
40 N 8.717 12.309 6.782
41 C 7.897 12.801 6.026
42 N 7.203 13.388 5.125
43 C 5.994 12.907 4.853
44 N 4.945 12.717 4.367
45 O 10.890 11.979 8.071
46 H 11.439 12.734 7.979
47 H 10.070 12.327 7.469

Atomic partial charges in e from the Mulliken method, atoms 1 to 8: number 1, Tl, carries 0.735; number 2, O, carries -0.686; number 3, C, carries 0.385; number 4, C, carries -0.497; number 5, C, carries -0.450; number 6, C, carries -0.526; number 7, C, carries -0.628; number 8, C, carries 1.000


DFT (the ωB97M-V functional and the def2-TZVPD basis) results for a single C20H18ClN3O4S2 molecule.

The calculation puts the LUMO energy at 0.248 eV. The HOMO energy comes out at -8.69 eV. The total energy is -67885.5851 eV. Its total charge is 0. The spin multiplicity is 1. As for the SMILES: CCOC(=O)Cc1csc(N/C(=N/S(=O)(=O)c2ccc(Cl)cc2)c2ccccc2)n1.

Element x y z (Å)
1 C -6.353 1.594 -0.953
2 C -4.918 1.692 -0.455
3 H -4.769 2.591 0.145
4 H -4.221 1.681 -1.297
5 O -4.596 0.607 0.420
6 C -4.218 -0.538 -0.140
7 O -4.103 -0.720 -1.321
8 C -3.965 -1.594 0.929
9 C -2.726 -2.354 0.595
10 C -2.649 -3.647 0.187
11 S -1.013 -4.093 -0.135
12 C -0.552 -2.450 0.313
13 N -1.534 -1.704 0.665
14 N 0.761 -2.079 0.259
15 C 1.235 -0.801 0.367
16 N 2.493 -0.667 0.562
17 S 3.217 0.835 0.594
18 O 3.185 1.345 1.935
19 O 2.740 1.669 -0.474
20 C 4.880 0.293 0.220
21 C 5.323 0.323 -1.088
22 C 6.595 -0.133 -1.390
23 C 7.399 -0.615 -0.366
24 C 6.954 -0.643 0.949
25 C 5.681 -0.184 1.239
26 H 5.298 -0.178 2.246
27 H 7.599 -1.018 1.729
28 Cl 8.983 -1.186 -0.734
29 H 6.964 -0.115 -2.403
30 H 4.668 0.716 -1.849
31 C 0.285 0.308 0.186
32 C -0.409 0.426 -1.014
33 C -1.244 1.506 -1.223
34 C -1.402 2.463 -0.234
35 C -0.716 2.342 0.962
36 C 0.136 1.273 1.174
37 H 0.688 1.184 2.096
38 H -0.834 3.091 1.731
39 H -2.051 3.310 -0.401
40 H -1.766 1.600 -2.164
41 H -0.279 -0.316 -1.788
42 H 1.461 -2.810 0.259
43 H -3.438 -4.358 0.056
44 H -4.823 -2.268 0.956
45 H -3.858 -1.091 1.889
46 H -7.043 1.555 -0.114
47 H -6.586 2.461 -1.564
48 H -6.477 0.697 -1.555

Atomic partial charges in e from the Mulliken method, atoms 1 to 8: number 1, C, carries -1.300; number 2, C, carries 0.031; number 3, H, carries 0.325; number 4, H, carries 0.149; number 5, O, carries -0.337; number 6, C, carries 0.696; number 7, O, carries -0.565; number 8, C, carries -0.651


DFT (the ωB97M-V functional and the def2-TZVPD basis) results for a molecular structure, C20H18F6N3O4RhS4.

The calculation puts the LUMO energy (alpha / beta) at -7.577 / -8.407 eV. The HOMO energy (alpha / beta) comes out at -14.09 / -14.25 eV. The total energy is -96323.6174 eV. Its total charge is +2. The spin multiplicity is 5.

Element x y z (Å)
1 Rh -3.176 -0.043 -2.695
2 F -4.449 -3.048 -1.379
3 C -3.914 -3.821 -2.321
4 F -2.984 -4.601 -1.772
5 F -4.834 -4.538 -2.906
6 S -3.091 -2.748 -3.591
7 O -4.057 -1.697 -3.927
8 O -2.539 -3.569 -4.600
9 N -1.966 -1.991 -2.634
10 S -1.153 -0.827 -3.444
11 O -0.016 -0.402 -2.658
12 O -1.735 -0.933 0.553
13 C 0.025 -2.976 0.101
14 F -1.815 -3.034 1.763
15 F 0.527 -2.577 -1.031
16 F 0.091 -4.267 0.246
17 S -1.799 -2.481 0.306
18 C -0.702 -0.003 0.378
19 N 0.383 -0.073 1.156
20 C 1.315 1.059 1.040
21 C 1.334 1.550 -0.389
22 N -0.023 1.901 -0.806
23 C -0.176 3.148 -1.580
24 C 0.228 4.339 -0.751
25 C 1.326 5.106 -1.119
26 C 1.692 6.206 -0.352
27 C 0.966 6.532 0.782
28 C -0.133 5.765 1.153
29 C -0.502 4.671 0.388
30 C -1.003 1.065 -0.500
31 S -2.662 1.355 -1.023
32 C 0.458 -0.870 2.389
33 C 1.283 -2.129 2.263
34 C 1.053 -3.151 3.190
35 C 1.832 -4.290 3.174
36 C 2.855 -4.428 2.234
37 C 3.099 -3.416 1.320
38 C 2.325 -2.264 1.338
39 H 2.304 0.721 1.343
40 H 0.993 1.854 1.719
41 H 1.714 0.786 -1.072
42 H 1.953 2.442 -0.458
43 H -1.209 3.216 -1.909
44 H 0.461 3.060 -2.463
45 H 1.887 4.858 -2.013
46 H 2.540 6.808 -0.647
47 H 1.248 7.392 1.374
48 H -0.708 6.031 2.029
49 H -1.376 4.090 0.665
50 H -0.548 -1.110 2.730
51 H 0.883 -0.214 3.152
52 H 0.264 -3.049 3.926
53 H 1.647 -5.077 3.892
54 H 3.463 -5.322 2.223
55 H 3.897 -3.520 0.598
56 H 2.524 -1.483 0.615

Atomic partial charges in e from the Mulliken method, atoms 1 to 8: number 1, Rh, carries 0.359; number 2, F, carries -0.216; number 3, C, carries 0.706; number 4, F, carries -0.191; number 5, F, carries -0.157; number 6, S, carries 1.296; number 7, O, carries -0.738; number 8, O, carries -0.488


DFT (the ωB97M-V functional and the def2-TZVPD basis) results for a molecular structure, C20H18FeN6O11P.

The calculation puts the LUMO energy (alpha / beta) at -0.433 / -2.513 eV. The HOMO energy (alpha / beta) comes out at -8.60 / -8.58 eV. The total energy is -96165.9181 eV. Its total charge is 0. The spin multiplicity is 6.

Element x y z (Å)
1 Fe 0.220 0.642 0.583
2 O -1.812 3.887 2.096
3 C -1.436 2.949 1.439
4 O -0.232 2.490 1.323
5 C -2.421 2.206 0.543
6 C -3.743 2.561 0.331
7 C -4.462 1.835 -0.607
8 C -3.847 0.817 -1.329
9 C -2.520 0.542 -1.054
10 N -1.867 1.211 -0.123
11 C -1.638 -0.448 -1.775
12 O -2.084 -1.236 -2.587
13 O -0.392 -0.322 -1.447
14 H -4.170 3.383 0.887
15 H -5.500 2.077 -0.790
16 H -4.372 0.261 -2.092
17 O 2.597 -2.820 1.557
18 C 2.052 -1.732 1.720
19 O 1.925 -0.825 0.805
20 C 1.506 -1.375 3.068
21 C 2.209 -1.698 4.198
22 C 1.792 -1.218 5.438
23 C 0.691 -0.393 5.535
24 C -0.054 -0.105 4.408
25 C 0.295 -0.635 3.126
26 O -0.436 -0.466 2.068
27 N -1.181 0.811 4.553
28 O -1.925 0.986 3.609
29 O -1.312 1.352 5.636
30 N 2.555 -1.558 6.623
31 O 2.193 -1.093 7.688
32 O 3.517 -2.292 6.482
33 H 3.093 -2.316 4.135
34 H 0.410 0.028 6.489
35 C 2.588 -3.847 -4.018
36 N 3.037 -4.010 -2.580
37 C 2.006 -4.851 -1.828
38 N 0.702 -4.323 -1.986
39 C 0.339 -4.190 -3.388
40 N 1.273 -3.328 -4.098
41 C 1.159 -1.931 -3.668
42 P 1.562 -1.660 -1.841
43 C 3.173 -2.672 -1.932
44 C 0.485 -3.075 -1.250
45 H 2.630 -4.828 -4.498
46 H 3.289 -3.168 -4.506
47 H 3.935 -4.494 -2.554
48 H 2.291 -4.842 -0.776
49 H 2.060 -5.862 -2.238
50 H -0.662 -3.766 -3.455
51 H 0.345 -5.178 -3.858
52 H 0.131 -1.599 -3.822
53 H 1.819 -1.315 -4.283
54 H 3.506 -2.822 -0.908
55 H 3.927 -2.096 -2.474
56 H -0.554 -2.783 -1.390
57 H 0.652 -3.259 -0.191

Atomic partial charges in e from the Mulliken method, atoms 1 to 8: number 1, Fe, carries 0.967; number 2, O, carries -0.644; number 3, C, carries 0.483; number 4, O, carries -0.684; number 5, C, carries 0.526; number 6, C, carries -0.678; number 7, C, carries -0.250; number 8, C, carries -0.514


DFT (the ωB97M-V functional and the def2-TZVPD basis) results for a single C20H18N6S2 molecule.

The calculation puts the LUMO energy at 0.457 eV. The HOMO energy comes out at -7.67 eV. The total energy is -51642.8602 eV. Its total charge is 0. The spin multiplicity is 1. As for the SMILES: C=CCn1c(SCc2n[nH]c(=S)n2-c2ccccc2)nnc1-c1ccccc1.

Element x y z (Å)
1 C 0.310 1.541 2.915
2 C -0.736 0.844 3.317
3 C -1.344 -0.327 2.595
4 N -0.662 -0.674 1.380
5 C -0.918 -0.161 0.139
6 N -0.149 -0.714 -0.756
7 N 0.630 -1.593 -0.130
8 C 0.338 -1.579 1.151
9 C 0.979 -2.439 2.131
10 C 1.235 -2.029 3.437
11 C 1.851 -2.895 4.323
12 C 2.221 -4.166 3.918
13 C 1.990 -4.569 2.612
14 C 1.375 -3.712 1.720
15 H 1.193 -4.006 0.699
16 H 2.290 -5.554 2.289
17 H 2.698 -4.838 4.616
18 H 2.048 -2.570 5.334
19 H 0.990 -1.027 3.755
20 S -2.099 1.092 -0.168
21 C -0.940 2.527 -0.350
22 C 0.314 2.093 -0.986
23 N 1.427 1.920 -0.342
24 N 2.302 1.447 -1.258
25 C 1.726 1.282 -2.480
26 S 2.441 0.766 -3.853
27 N 0.432 1.727 -2.299
28 C -0.603 1.639 -3.256
29 C -0.937 0.394 -3.770
30 C -1.952 0.301 -4.704
31 C -2.626 1.438 -5.118
32 C -2.283 2.677 -4.604
33 C -1.266 2.785 -3.672
34 H -0.975 3.751 -3.285
35 H -2.803 3.565 -4.932
36 H -3.419 1.361 -5.848
37 H -2.218 -0.663 -5.109
38 H -0.408 -0.479 -3.420
39 H 3.234 1.171 -1.000
40 H -1.490 3.247 -0.952
41 H -0.735 2.924 0.644
42 H -1.355 -1.205 3.250
43 H -2.382 -0.081 2.338
44 H -1.250 1.089 4.237
45 H 0.681 2.371 3.490
46 H 0.844 1.328 2.002

Atomic partial charges in e from the Mulliken method, atoms 1 to 8: number 1, C, carries -0.881; number 2, C, carries 0.037; number 3, C, carries -1.253; number 4, N, carries 0.223; number 5, C, carries 0.119; number 6, N, carries 0.180; number 7, N, carries -0.972; number 8, C, carries 0.692